1.
DFT (wB97M-V/def2-TZVPD) results for one molecule with the formula C6H11NO in a non-equilibrium geometry.

Cartesian coordinates (Å):
C1 0.6277 1.0004 -2.5951
O1 -0.6254 1.6500 -2.8314
C2 0.7669 0.8983 -1.0823
C3 -0.2710 -0.1145 -0.5449
C4 -0.2131 -0.3037 0.9474
C5 -0.5581 -1.4695 1.5183
N1 -0.1580 -1.8650 2.7901
C6 -0.2443 -1.1765 3.8431
H1 0.7259 0.0308 -3.0942
H2 1.4431 1.5693 -3.0641
H3 -0.7139 1.7667 -3.8014
H4 1.7661 0.5490 -0.8066
H5 0.4517 1.8317 -0.6187
H6 -0.3202 -1.0979 -1.0362
H7 -1.2354 0.2999 -0.8674
H8 -0.0728 0.5750 1.5682
H9 -0.8352 -2.3396 0.9240
H10 -0.8322 -0.2792 4.0294
H11 0.2982 -1.5253 4.7217

Output
frontier orbital gap: 9.28 eV
HOMO energy: -8.39 eV
lowest unoccupied orbital energy: 0.90 eV
energy above the lowest of the compared OMol25 structures with the same formula, charge and spin: 59.53 kcal/mol
energy: -365.136594 hartree
2S+1: 1
SMILES: C=N/C=C/CCCO

2.
DFT (wB97M-V/def2-TZVPD) results for C6H11NO as an isolated structure in a non-equilibrium geometry.

Cartesian coordinates (Å):
C1 1.4480 -1.6785 -0.3429
C2 1.0414 0.8636 1.3741
C3 0.0823 -1.0477 -0.2040
C4 0.0456 0.3377 0.3724
N1 -1.3903 0.5600 0.7085
O1 -0.9049 -1.7875 0.1949
H1 -1.7292 -0.6778 0.6325
H2 -1.7108 1.3208 0.0800
H3 -1.5426 0.7256 1.7000
H4 1.3405 -2.6683 -0.7805
H5 2.1049 -1.0431 -0.9369
H6 1.9203 -1.7960 0.6338
H7 0.8724 0.4584 2.3758
H8 0.9462 1.9519 1.4036
H9 2.0581 0.6448 1.0534
C5 -0.7026 0.4197 -2.0125
C6 -1.6534 0.9474 -2.5609
H10 -2.4289 1.4897 -3.0409
H11 0.2030 0.9792 -0.6505

Output
frontier orbital gap: 8.52 eV
HOMO energy: -8.13 eV
lowest unoccupied orbital energy: 0.39 eV
energy above the lowest of the compared OMol25 structures with the same formula, charge and spin: 150.62 kcal/mol
energy: -364.991432 hartree
2S+1: 1

3.
DFT (wB97M-V/def2-TZVPD) results for a 3-piece molecular cluster, C6H11NO overall in a non-equilibrium geometry.

Cartesian coordinates (Å):
C1 2.9587 -1.4257 1.1113
N1 1.9821 -0.7043 0.9898
C2 -1.0165 0.5722 -0.2873
C3 0.0481 0.2338 -1.0887
C4 -0.2687 -1.1549 -1.5077
C5 -1.1386 -1.5639 -2.4190
C6 -0.6804 1.2769 1.0259
O1 -1.6397 1.6999 1.7760
H1 2.9594 -2.1872 1.9068
H2 3.9058 -1.3349 0.5626
H3 -1.7331 4.1217 1.3902
H4 -2.3016 4.1180 0.9158
H5 -0.0434 2.1081 0.6096
H6 1.0676 0.4514 -0.7529
H7 -2.0167 0.6181 -0.7033
H8 0.4889 -1.7884 -1.0431
H9 -1.4727 -0.8937 -3.2007
H10 -1.3515 -2.6172 -2.5406
H11 0.0237 0.5498 1.5333

Output
frontier orbital gap: 3.94 eV
HOMO energy: -7.43 eV
lowest unoccupied orbital energy: -3.50 eV
energy above the lowest of the compared OMol25 structures with the same formula, charge and spin: 262.25 kcal/mol
energy: -364.813547 hartree
2S+1: 1

4.
DFT (wB97M-V/def2-TZVPD) results for C6H11NO as an isolated structure in a non-equilibrium geometry.

Cartesian coordinates (Å):
C1 2.1637 0.1416 0.2091
C2 1.0030 1.1182 -0.2700
C3 -0.1353 0.1571 -0.1035
C4 -1.3014 -0.0458 -1.0608
C5 -1.2837 0.1953 0.9427
C6 0.5765 -1.1601 0.1089
H1 2.2394 0.0103 1.2858
H2 3.1657 0.4019 -0.1877
H3 0.8751 2.0071 0.3167
H4 1.3631 1.6067 -1.1916
H5 -1.6631 0.8990 -1.3932
H6 -1.2893 -0.6248 -1.9561
H7 -3.1289 -0.5502 -0.0198
H8 -1.6825 1.2630 0.9719
H9 -1.2062 -0.3020 1.8731
H10 0.4964 -1.4215 1.2769
H11 0.0390 -1.9878 -0.4503
N1 -2.0420 -0.5871 0.0114
O1 1.8106 -1.1209 -0.3637

Output
frontier orbital gap: 9.77 eV
HOMO energy: -8.81 eV
lowest unoccupied orbital energy: 0.96 eV
energy above the lowest of the compared OMol25 structures with the same formula, charge and spin: 77.74 kcal/mol
energy: -365.107581 hartree
2S+1: 1